1.
{
  "formula": "C23H48BClNO10S4",
  "method": "wB97M-V/def2-TZVPD",
  "homo_ha": -0.17137,
  "spin_multiplicity": 1,
  "total_charge": -1,
  "elements": ["N", "C", "C", "C", "C", "C", "B", "O", "C", "C", "Cl", "O", "H", "H", "H", "H", "H", "H", "H", "H", "H", "H", "H", "H", "H", "H", "H", "H", "C", "C", "C", "S", "O", "O", "C", "H", "H", "H", "H", "H", "H", "H", "H", "C", "C", "C", "S", "O", "O", "C", "H", "H", "H", "H", "H", "H", "H", "H", "C", "C", "C", "S", "O", "O", "C", "H", "H", "H", "H", "H", "H", "H", "H", "C", "C", "C", "S", "O", "O", "C", "H", "H", "H", "H", "H", "H", "H", "H"],
  "xyz": [[5.2876, 1.4202, 0.1041], [4.0591, 0.7264, -0.3370], [4.4232, -0.4367, -1.2550], [3.3019, -1.4423, -1.5573], [2.5995, -2.0386, -0.3215], [1.0950, -1.7386, -0.1795], [0.5356, -0.2504, -0.4015], [-0.0914, 0.3478, 0.8253], [-0.9370, 1.3479, 0.3580], [-1.1263, 1.0285, -1.1477], [-2.8872, 1.2385, -1.6590], [-0.7090, -0.2446, -1.3475], [5.0528, 2.3422, 0.4497], [5.7050, 0.9167, 0.8775], [3.4550, 0.3714, 0.5039], [3.4446, 1.4490, -0.8749], [5.2661, -0.9813, -0.8111], [4.7751, -0.0054, -2.1967], [2.5771, -1.0061, -2.2486], [3.7976, -2.2562, -2.0907], [3.1351, -1.7355, 0.5859], [2.7163, -3.1286, -0.3697], [0.7999, -2.0436, 0.8351], [0.5467, -2.4059, -0.8568], [1.3328, 0.5611, -0.8966], [-1.9150, 1.3174, 0.8590], [-0.5345, 2.3661, 0.4369], [-0.5827, 1.7402, -1.7813], [-2.7183, 3.1639, 3.7366], [-1.9502, 3.6432, 4.9764], [-0.7085, 4.3876, 4.4732], [-1.1446, 5.0546, 2.8573], [-0.3402, 4.3980, 1.8622], [-1.1982, 6.4968, 2.9076], [-2.7942, 4.3582, 2.7939], [-3.7136, 2.8032, 3.9957], [-2.1794, 2.3494, 3.2468], [-2.5835, 4.3133, 5.5613], [-1.6676, 2.8161, 5.6187], [-0.4014, 5.2139, 5.1093], [0.1295, 3.7131, 4.3068], [-3.0072, 4.0996, 1.7587], [-3.4864, 5.1222, 3.1485], [-3.7345, -0.0310, -5.0648], [-5.2470, -0.2611, -5.1739], [-5.5377, -0.7372, -6.6014], [-4.0425, -1.5822, -7.1539], [-3.4807, -0.8470, -8.2625], [-4.3027, -2.9934, -7.3072], [-3.0801, -1.2620, -5.6804], [-3.4218, 0.1093, -4.0329], [-3.4490, 0.8613, -5.6262], [-5.5496, -1.0279, -4.4582], [-5.8079, 0.6432, -4.9420], [-6.3613, -1.4435, -6.6718], [-5.6987, 0.0903, -7.2898], [-2.0410, -1.1247, -5.9691], [-3.1753, -2.1353, -5.0355], [-3.4298, -0.3931, 8.8830], [-3.7985, 0.5530, 10.0355], [-3.0700, 1.8789, 9.7890], [-2.8680, 2.0076, 8.0003], [-1.4592, 1.9518, 7.7060], [-3.7002, 3.0684, 7.4939], [-3.5955, 0.4189, 7.6039], [-4.0599, -1.2811, 8.8692], [-2.3926, -0.7194, 8.9811], [-4.8775, 0.7189, 10.0394], [-3.5267, 0.1354, 11.0039], [-3.6262, 2.7503, 10.1245], [-2.0695, 1.8869, 10.2165], [-3.0759, 0.0133, 6.7386], [-4.6441, 0.5960, 7.3662], [5.9445, -3.8048, -6.9643], [6.7816, -4.8491, -6.2113], [6.7360, -4.4843, -4.7239], [5.1653, -3.6296, -4.4662], [5.4530, -2.2673, -4.1097], [4.2932, -4.4481, -3.6690], [4.6442, -3.6659, -6.1823], [5.7567, -4.1023, -7.9954], [6.4687, -2.8469, -6.9810], [6.3482, -5.8397, -6.3630], [7.8087, -4.8808, -6.5732], [6.7568, -5.3477, -4.0639], [7.5195, -3.7826, -4.4451], [4.0886, -2.7531, -6.3830], [3.9992, -4.5354, -6.3063]],
  "atomic_forces_ev_per_a": [[-0.067, 0.036, -0.083], [0.110, -0.048, -0.018], [-0.310, 0.179, -0.011], [0.302, -0.124, 0.065], [-0.079, -0.113, -0.125], [0.042, -0.139, 0.228], [-0.373, 0.125, -0.101], [0.240, 0.067, 0.122], [-0.329, 0.052, -0.314], [0.362, -0.403, -0.106], [-0.209, 0.091, -0.003], [0.287, 0.266, 0.073], [-0.006, -0.014, 0.083], [0.035, -0.009, -0.002], [-0.024, 0.083, -0.036], [-0.020, -0.080, 0.019], [0.012, 0.049, 0.029], [0.191, -0.150, 0.031], [-0.069, 0.047, 0.133], [-0.175, 0.044, -0.129], [-0.046, 0.079, -0.026], [0.069, 0.038, 0.089], [-0.096, -0.038, -0.078], [0.018, 0.047, -0.044], [0.002, -0.082, 0.030], [0.083, -0.013, 0.119], [0.119, -0.087, 0.188], [-0.257, 0.075, -0.042], [0.032, -0.028, 0.004], [0.004, 0.130, -0.240], [-0.053, -0.076, 0.090], [0.029, -0.074, 0.063], [0.099, 0.159, -0.065], [-0.050, 0.024, 0.001], [-0.062, -0.028, -0.009], [-0.005, -0.007, 0.005], [-0.005, -0.001, -0.011], [0.052, -0.028, -0.025], [0.060, 0.070, -0.049], [0.004, 0.013, -0.018], [0.009, 0.010, -0.060], [0.038, 0.028, -0.022], [0.009, 0.000, 0.013], [-0.025, -0.007, -0.020], [0.007, -0.013, -0.035], [-0.054, 0.023, 0.100], [-0.031, -0.002, -0.005], [0.015, 0.025, -0.018], [0.008, -0.030, 0.008], [0.013, 0.030, 0.070], [0.055, 0.016, 0.006], [0.013, -0.004, -0.005], [0.015, -0.010, 0.000], [-0.005, -0.003, 0.014], [0.005, -0.008, -0.034], [0.050, -0.002, -0.022], [-0.006, -0.018, -0.039], [0.000, -0.004, -0.003], [0.012, 0.028, 0.019], [0.027, 0.008, -0.029], [-0.089, -0.078, 0.056], [-0.236, -0.224, 0.346], [0.049, 0.088, 0.002], [0.079, 0.050, -0.027], [0.003, -0.070, 0.006], [0.004, -0.005, 0.011], [0.003, 0.000, -0.009], [-0.001, 0.005, -0.019], [-0.012, -0.006, 0.003], [0.028, 0.025, -0.012], [0.025, 0.000, -0.044], [0.012, 0.042, -0.015], [0.000, 0.012, -0.007], [0.014, 0.007, 0.028], [-0.010, 0.028, 0.023], [0.028, -0.087, -0.090], [0.098, -0.098, -0.136], [0.010, 0.043, 0.034], [-0.018, 0.025, 0.061], [0.009, -0.017, -0.074], [0.013, -0.001, -0.004], [-0.008, 0.007, 0.002], [-0.018, 0.004, 0.005], [-0.001, -0.012, -0.011], [-0.001, 0.022, 0.032], [-0.030, 0.036, 0.008], [-0.013, 0.005, 0.046], [-0.008, 0.003, 0.011]],
  "lowdin_charge": [-0.027, -0.297, -0.216, -0.212, -0.229, -0.114, -0.665, -0.062, -0.260, -0.726, 0.531, -0.090, 0.047, 0.049, 0.101, 0.101, 0.105, 0.100, 0.112, 0.062, 0.094, 0.091, 0.092, 0.094, 0.111, 0.089, 0.099, 0.097, -0.211, -0.226, -0.207, 0.661, -0.314, -0.341, -0.225, 0.113, 0.115, 0.106, 0.074, 0.099, 0.107, 0.107, 0.104, -0.223, -0.214, -0.227, 0.658, -0.336, -0.340, -0.223, 0.052, 0.122, 0.117, 0.112, 0.096, 0.099, 0.110, 0.111, -0.220, -0.215, -0.217, 0.664, -0.317, -0.320, -0.224, 0.115, 0.120, 0.115, 0.112, 0.100, 0.103, 0.113, 0.109, -0.226, -0.220, -0.219, 0.657, -0.307, -0.315, -0.228, 0.112, 0.118, 0.114, 0.109, 0.099, 0.102, 0.109, 0.107]
}

---

2.
{
  "formula": "C5H10O4",
  "method": "wB97M-V/def2-TZVPD",
  "homo_ha": -0.34299,
  "spin_multiplicity": 1,
  "elements": ["O", "C", "O", "C", "O", "H", "H", "H", "H", "O", "C", "C", "C", "H", "H", "H", "H", "H", "H"],
  "xyz": [[1.2514, 0.7122, -1.1702], [1.9476, 0.2291, -0.3309], [1.4580, -0.0680, 0.8668], [3.3678, -0.0765, -0.4605], [3.9587, -0.1833, 0.8637], [0.5968, 0.2692, 1.1318], [3.7193, 0.7784, -0.9123], [3.6301, -0.8694, -1.1608], [4.1975, -1.1073, 0.9664], [-0.9836, 1.1295, 0.4823], [-1.9361, 0.1481, 0.5669], [-2.4089, -0.7813, -0.5011], [-3.3915, 0.2821, 0.0261], [-1.1342, 1.4239, -0.4389], [-1.8542, -0.2886, 1.5962], [-2.3882, -1.8129, -0.0466], [-2.2140, -0.7686, -1.6013], [-3.7386, 0.9979, -0.6494], [-4.0779, -0.0145, 0.7719]],
  "atomic_forces_ev_per_a": [[0.015, 0.648, -1.749], [-2.856, -0.399, 1.169], [1.364, -1.049, 1.423], [1.024, -1.083, 1.950], [0.241, -0.360, -1.590], [-0.448, 0.558, -1.156], [1.300, 2.087, -0.965], [-0.360, -0.357, 0.289], [0.022, -0.023, 0.284], [-0.360, 0.886, -1.466], [-1.623, -0.176, 0.760], [0.081, -1.482, 0.279], [2.189, -2.030, 1.695], [1.155, 0.430, 0.578], [-0.403, 0.163, -1.165], [-0.667, 0.957, -1.043], [0.337, 0.305, 1.259], [-0.010, 1.209, -0.911], [-1.000, -0.284, 0.360]],
  "lowdin_charge": [0.109, -0.541, 0.120, -0.126, -0.035, 0.092, 0.105, 0.145, 0.084, -0.036, -0.395, -0.110, -0.071, 0.120, 0.159, 0.112, 0.118, 0.078, 0.073]
}